{
  "formula": "C58H156BaF6N6O34P",
  "method": "the ωB97M-V functional and the def2-TZVPD basis",
  "elements": ["Ba", "P", "F", "F", "F", "F", "F", "F", "C", "O", "C", "C", "N", "C", "C", "O", "C", "H", "H", "H", "H", "H", "H", "H", "H", "H", "H", "H", "H", "H", "H", "H", "C", "O", "C", "C", "N", "C", "C", "O", "C", "H", "H", "H", "H", "H", "H", "H", "H", "H", "H", "H", "H", "H", "H", "H", "C", "O", "C", "C", "N", "C", "C", "O", "C", "H", "H", "H", "H", "H", "H", "H", "H", "H", "H", "H", "H", "H", "H", "H", "C", "O", "C", "C", "N", "C", "C", "O", "C", "H", "H", "H", "H", "H", "H", "H", "H", "H", "H", "H", "H", "H", "H", "H", "C", "O", "C", "C", "N", "C", "C", "O", "C", "H", "H", "H", "H", "H", "H", "H", "H", "H", "H", "H", "H", "H", "H", "H", "C", "O", "C", "C", "N", "C", "C", "O", "C", "H", "H", "H", "H", "H", "H", "H", "H", "H", "H", "H", "H", "H", "H", "H", "C", "C", "O", "O", "H", "H", "H", "H", "H", "H", "C", "C", "O", "O", "H", "H", "H", "H", "H", "H", "C", "C", "O", "O", "H", "H", "H", "H", "H", "H", "C", "C", "O", "O", "H", "H", "H", "H", "H", "H", "C", "C", "O", "O", "H", "H", "H", "H", "H", "H", "C", "C", "O", "O", "H", "H", "H", "H", "H", "H", "C", "C", "O", "O", "H", "H", "H", "H", "H", "H", "C", "C", "O", "O", "H", "H", "H", "H", "H", "H", "C", "C", "O", "O", "H", "H", "H", "H", "H", "H", "C", "C", "O", "O", "H", "H", "H", "H", "H", "H", "C", "C", "O", "O", "H", "H", "H", "H", "H", "H"],
  "coordinates": [[2.004, 3.211, 0.626], [0.788, -0.039, 0.129], [-0.676, -0.644, 0.443], [0.729, -0.489, -1.423], [0.080, 1.418, -0.073], [2.265, 0.594, -0.093], [0.946, 0.311, 1.761], [1.551, -1.397, 0.477], [1.063, 2.147, -2.976], [1.163, 3.345, -2.205], [-0.011, 4.140, -2.444], [0.437, 5.552, -1.946], [0.517, 5.415, -0.466], [-0.810, 5.710, 0.085], [-0.974, 7.226, 0.301], [0.234, 7.620, 1.012], [0.268, 8.959, 1.279], [1.694, 1.374, -2.535], [1.428, 2.375, -3.987], [0.059, 1.860, -3.022], [-0.840, 3.736, -1.882], [-0.219, 4.274, -3.525], [-0.372, 6.219, -2.156], [1.365, 5.814, -2.449], [1.267, 6.022, -0.100], [-0.798, 5.321, 1.119], [-1.669, 5.372, -0.520], [-1.773, 7.398, 0.959], [-1.072, 7.761, -0.660], [1.237, 9.033, 1.812], [-0.482, 9.330, 2.025], [0.262, 9.556, 0.374], [6.942, -0.123, -5.766], [7.587, -1.048, -4.862], [7.380, -2.458, -5.264], [7.991, -3.410, -4.317], [7.285, -3.325, -2.942], [7.807, -4.281, -1.967], [6.802, -4.746, -0.968], [6.335, -3.554, -0.310], [5.666, -3.865, 0.912], [7.247, 0.838, -5.422], [5.854, -0.198, -5.774], [7.319, -0.311, -6.753], [7.888, -2.569, -6.251], [6.309, -2.746, -5.341], [9.033, -3.254, -4.273], [7.835, -4.472, -4.615], [7.340, -2.308, -2.670], [8.589, -3.830, -1.303], [8.271, -5.118, -2.568], [7.416, -5.322, -0.189], [5.948, -5.268, -1.276], [4.831, -4.549, 0.831], [5.253, -2.926, 1.384], [6.294, -4.394, 1.683], [-1.268, 2.745, 2.619], [0.001, 3.335, 2.679], [-0.178, 4.545, 3.519], [1.159, 5.023, 3.834], [1.939, 5.413, 2.624], [3.303, 5.784, 3.006], [3.983, 6.538, 1.895], [3.547, 5.888, 0.635], [4.355, 6.386, -0.402], [-1.586, 2.544, 3.618], [-1.334, 1.847, 2.059], [-1.955, 3.379, 2.155], [-0.774, 4.272, 4.377], [-0.845, 5.182, 2.911], [1.748, 4.253, 4.351], [1.221, 5.852, 4.555], [1.453, 6.211, 2.171], [3.754, 4.827, 3.371], [3.352, 6.360, 3.990], [5.047, 6.516, 1.970], [3.605, 7.619, 1.825], [4.703, 7.411, -0.206], [3.824, 6.427, -1.369], [5.329, 5.873, -0.494], [-6.622, 7.809, -7.152], [-6.021, 6.801, -6.403], [-6.670, 5.501, -6.440], [-5.754, 4.407, -5.864], [-5.654, 4.320, -4.404], [-5.021, 5.486, -3.796], [-5.533, 5.654, -2.310], [-4.422, 5.964, -1.486], [-4.790, 6.106, -0.127], [-5.960, 8.675, -7.152], [-7.548, 8.152, -6.767], [-6.706, 7.484, -8.204], [-6.906, 5.225, -7.482], [-7.616, 5.662, -5.850], [-4.754, 4.556, -6.420], [-6.138, 3.428, -6.145], [-5.120, 3.542, -4.243], [-5.306, 6.385, -4.411], [-3.873, 5.396, -3.710], [-6.001, 4.787, -1.843], [-6.224, 6.448, -2.184], [-5.151, 7.128, 0.086], [-3.938, 5.906, 0.482], [-5.603, 5.347, 0.102], [-5.756, -6.990, 3.067], [-4.575, -6.757, 2.208], [-3.326, -6.992, 2.893], [-2.227, -6.964, 1.792], [-1.977, -5.638, 1.136], [-0.768, -5.822, 0.253], [-0.446, -4.492, -0.514], [-1.629, -3.776, -0.906], [-2.445, -4.507, -1.773], [-5.753, -6.339, 3.950], [-5.601, -8.053, 3.347], [-6.644, -6.927, 2.422], [-3.319, -8.025, 3.370], [-3.240, -6.182, 3.598], [-2.498, -7.748, 1.092], [-1.325, -7.367, 2.267], [-2.773, -5.513, 0.479], [-1.040, -6.632, -0.473], [0.057, -6.136, 0.857], [0.270, -4.659, -1.250], [0.049, -3.843, 0.179], [-3.206, -3.809, -2.017], [-2.708, -5.474, -1.383], [-1.859, -4.793, -2.700], [-0.819, -0.848, -4.361], [-1.778, 0.180, -4.770], [-2.291, -0.143, -6.072], [-3.111, 1.036, -6.566], [-3.956, 0.649, -7.726], [-4.969, 1.722, -7.855], [-5.395, 1.802, -9.325], [-4.270, 2.034, -10.141], [-3.564, 3.265, -9.972], [0.172, -0.792, -4.827], [-1.317, -1.754, -4.713], [-0.719, -0.774, -3.282], [-2.880, -1.109, -6.017], [-1.482, -0.468, -6.734], [-2.426, 1.914, -6.841], [-3.721, 1.527, -5.740], [-3.345, 0.731, -8.509], [-4.571, 2.708, -7.469], [-5.786, 1.436, -7.133], [-5.986, 2.718, -9.398], [-5.993, 0.969, -9.592], [-3.317, 3.770, -10.922], [-2.627, 3.005, -9.471], [-4.085, 4.107, -9.457], [3.632, -3.198, -3.227], [3.008, -2.879, -1.892], [3.953, -2.058, -1.136], [4.615, -4.240, -3.151], [4.100, -2.204, -3.559], [2.928, -3.450, -3.978], [2.711, -3.798, -1.330], [2.116, -2.318, -1.973], [4.748, -2.614, -1.232], [5.462, -3.749, -3.198], [5.656, 2.523, 0.853], [5.233, 1.362, 1.601], [4.040, 1.654, 2.333], [4.604, 2.931, -0.047], [6.563, 2.334, 0.277], [5.833, 3.390, 1.503], [6.003, 0.942, 2.244], [5.020, 0.610, 0.881], [3.781, 0.872, 2.746], [4.563, 2.305, -0.778], [-1.864, 0.066, 6.722], [-0.778, 0.987, 6.127], [-0.728, 2.203, 6.925], [-1.364, -0.317, 8.002], [-2.099, -0.772, 6.012], [-2.788, 0.652, 6.809], [-1.074, 1.328, 5.167], [0.099, 0.362, 6.264], [-0.761, 1.843, 7.846], [-0.775, -1.107, 7.909], [2.114, -4.911, 8.699], [2.419, -3.415, 8.864], [2.926, -2.988, 7.632], [1.554, -5.459, 9.909], [3.061, -5.534, 8.519], [1.346, -5.035, 7.860], [3.198, -3.359, 9.610], [1.481, -2.938, 9.138], [2.276, -3.150, 6.939], [1.950, -5.049, 10.672], [-3.777, 0.833, -2.132], [-3.420, 0.780, -0.597], [-3.028, 2.026, -0.092], [-2.867, 1.651, -2.711], [-4.809, 1.188, -2.214], [-3.674, -0.166, -2.491], [-2.563, 0.020, -0.499], [-4.202, 0.393, 0.076], [-2.675, 2.624, -0.789], [-2.520, 1.209, -3.473], [1.088, -6.642, 4.614], [0.021, -7.182, 5.524], [-1.303, -7.174, 5.082], [0.841, -5.238, 4.392], [1.162, -7.280, 3.727], [2.036, -6.687, 5.242], [0.062, -6.611, 6.464], [0.151, -8.191, 5.902], [-1.793, -6.421, 5.378], [-0.103, -4.946, 4.295], [5.838, 0.458, -2.287], [6.305, 1.668, -3.042], [7.689, 1.620, -3.297], [4.595, 0.789, -1.774], [6.512, 0.189, -1.535], [5.739, -0.469, -2.863], [6.070, 2.604, -2.371], [5.662, 1.710, -3.996], [7.898, 0.781, -3.664], [4.196, -0.021, -1.387], [-2.746, -3.070, 3.403], [-2.309, -2.089, 2.303], [-2.858, -2.583, 1.012], [-1.926, -4.256, 3.436], [-3.796, -3.406, 3.218], [-2.634, -2.515, 4.375], [-1.203, -2.025, 2.279], [-2.844, -1.153, 2.560], [-2.136, -3.045, 0.570], [-1.919, -4.615, 2.471], [3.006, -1.581, 3.971], [1.536, -2.075, 3.910], [1.287, -2.854, 5.074], [3.378, -0.768, 2.851], [3.738, -2.425, 4.062], [3.176, -1.002, 4.827], [1.273, -2.615, 2.997], [0.857, -1.185, 3.931], [1.353, -3.801, 4.832], [3.116, -1.188, 2.020], [-1.306, -3.694, 8.114], [-2.368, -3.902, 7.011], [-1.711, -4.662, 5.979], [-0.218, -2.999, 7.602], [-0.950, -4.641, 8.544], [-1.568, -3.066, 8.998], [-2.745, -2.957, 6.621], [-3.237, -4.396, 7.392], [-1.999, -4.265, 5.189], [-0.020, -3.136, 6.665], [-5.884, -2.758, -0.517], [-5.606, -3.685, 0.666], [-4.992, -4.876, 0.228], [-4.767, -2.237, -1.150], [-6.596, -2.042, -0.191], [-6.481, -3.330, -1.228], [-6.655, -3.874, 1.033], [-5.006, -3.274, 1.419], [-4.850, -5.351, 1.072], [-4.242, -1.878, -0.487]],
  "forces_ev_per_angstrom": [[0.096, 0.230, 0.536], [-0.831, -1.636, 2.118], [0.936, -0.063, -0.530], [-0.408, 0.863, 0.567], [0.557, -0.062, -0.713], [0.255, 1.105, -0.587], [-0.260, 0.696, -0.955], [-0.264, -1.184, -0.034], [1.940, 0.591, -0.331], [-0.607, -0.290, -0.069], [2.108, 2.036, -0.330], [-1.119, -2.238, 0.790], [0.545, 0.052, -1.159], [0.572, 1.338, 1.456], [2.083, -0.844, -0.564], [-1.514, -1.654, -1.058], [1.162, 1.260, 1.952], [-0.109, 0.113, -0.035], [-0.116, -0.208, 0.055], [-1.556, -0.838, -0.035], [-0.455, -0.086, -0.067], [-0.058, -0.687, 0.407], [-0.211, 0.898, -0.615], [0.021, 0.130, 0.225], [-0.956, 0.018, 0.035], [-0.522, -0.349, -0.724], [0.632, -0.392, 0.254], [-1.503, 0.469, 0.610], [0.038, 0.094, 0.460], [-0.308, 0.759, -0.401], [0.115, -0.417, -0.777], [-0.044, 0.341, -0.168], [0.392, -1.259, 0.503], [-0.935, -1.372, -0.138], [-0.245, 1.111, -1.159], [-1.608, -1.138, 2.316], [0.600, 1.675, -1.824], [1.326, 0.223, -0.530], [1.654, 0.543, 2.395], [-0.468, -0.316, 0.800], [0.086, 0.631, 1.457], [0.075, 0.801, -0.125], [-0.084, -0.191, 0.180], [0.125, 0.082, -0.714], [-0.560, -0.029, 0.453], [0.335, 0.737, -0.169], [1.451, 0.268, 0.461], [-0.003, 0.832, -0.296], [0.087, -1.678, 0.107], [-0.153, -0.253, -0.866], [-0.537, 0.634, 0.951], [-1.017, 0.267, -0.982], [-0.998, -1.082, -0.870], [-0.467, -0.171, -0.765], [0.667, -0.840, -0.717], [0.115, 0.729, -0.836], [0.112, -0.785, 0.403], [0.328, 1.057, 0.634], [-1.039, -1.493, -1.755], [2.460, 1.117, 0.338], [-0.929, 0.485, 0.191], [-0.223, -0.519, 1.969], [-2.161, 0.152, -1.089], [0.758, 0.630, 0.945], [1.090, 0.777, -0.885], [-0.499, -0.227, 0.751], [0.684, -0.915, -0.586], [-1.317, 1.358, -0.724], [0.160, -0.150, 0.587], [0.586, 0.390, 0.454], [-0.341, -0.244, -0.259], [-0.682, 0.052, -0.066], [0.372, -0.456, 0.372], [0.351, 0.543, -0.961], [-0.258, 0.006, -1.192], [0.798, 0.021, 0.046], [0.605, -1.364, 0.268], [-0.561, 0.116, 0.094], [0.129, -0.409, 0.480], [-0.585, -0.496, -0.093], [1.061, -0.148, -1.243], [0.588, -1.230, 0.358], [-0.535, 0.998, 0.807], [0.575, 0.602, -0.503], [-1.178, 2.895, -1.385], [0.213, 0.454, 1.197], [1.270, -0.342, -0.387], [0.868, 0.117, 0.354], [-1.567, -0.462, -0.679], [0.177, -0.087, 0.105], [-1.281, 0.041, 0.419], [-0.329, 0.171, 0.189], [-0.028, 0.195, 0.199], [0.622, -0.753, -0.549], [-1.026, -0.179, 0.875], [-0.155, 0.162, -0.386], [1.479, -2.464, 0.931], [0.556, -0.872, 0.815], [-1.526, 0.208, -0.318], [-0.120, -0.549, -0.709], [-1.014, 0.980, -0.357], [-0.082, -0.314, -0.043], [0.678, -0.202, 0.471], [0.849, 0.890, 0.094], [1.819, -1.219, -1.029], [-0.959, 0.062, 0.700], [-0.372, -0.585, -1.335], [-0.325, -0.117, 1.252], [0.191, -1.428, -0.545], [-1.968, 0.591, -1.248], [-1.753, -0.321, 2.544], [1.993, -0.801, 0.266], [1.715, -0.411, -1.861], [-0.156, -0.054, -0.311], [-0.646, 0.545, 0.384], [0.337, 0.315, 0.375], [-0.012, 1.311, -0.381], [0.491, -0.062, 0.580], [-0.223, 0.035, -0.569], [0.117, 0.577, 0.023], [0.478, 0.376, 0.849], [0.599, 0.443, 0.436], [0.598, -0.123, 0.280], [0.842, -0.409, -2.026], [0.226, 0.616, 0.612], [-1.238, -0.135, -0.239], [-0.901, -0.160, 0.373], [-0.461, 0.557, 0.568], [-1.389, 0.441, -0.374], [1.272, -0.521, -0.474], [-0.620, -0.907, 0.762], [0.369, 1.056, -0.049], [-0.013, 1.227, 1.848], [0.085, -0.725, 0.648], [0.358, 2.835, 1.791], [0.226, -0.156, -0.924], [-0.017, 0.448, 0.060], [-0.208, 0.450, -0.193], [0.478, -0.520, 0.624], [-0.066, -0.233, 0.002], [-0.041, 1.152, 0.186], [0.268, 0.694, -0.217], [-0.537, -1.115, 0.202], [0.409, -1.234, -0.767], [0.308, -0.110, -0.937], [-0.269, -0.862, -0.760], [0.367, 0.385, -0.982], [-0.669, -0.110, -0.069], [-0.011, -0.940, -0.783], [-0.105, -0.901, -0.106], [-0.028, 0.476, 0.147], [-0.074, -1.034, 0.267], [1.134, 1.080, 0.059], [0.598, -0.356, 0.803], [-0.369, -1.145, -0.553], [-0.446, 1.181, -0.014], [-0.389, -1.249, 0.212], [-0.970, -0.412, -0.618], [0.589, 0.437, -0.264], [-0.862, 0.780, -0.338], [0.414, 0.452, 0.647], [0.483, -0.620, 0.170], [0.232, 2.043, -0.850], [-0.826, -1.212, 1.257], [1.209, 3.306, -1.516], [0.089, 0.745, 0.440], [0.091, -0.079, 0.078], [0.020, -0.130, -0.096], [0.255, 0.250, 0.259], [-0.320, -1.040, -0.706], [-1.065, -2.584, 1.199], [0.161, -0.783, -0.473], [0.457, 0.314, -0.762], [-1.470, 0.110, 1.944], [0.210, -1.454, 0.578], [-0.352, -0.744, -0.202], [0.411, 0.306, 0.722], [0.132, -0.236, 0.471], [0.408, -0.132, -1.170], [0.758, 0.440, -0.766], [0.128, 0.634, -0.781], [-0.518, 0.558, -0.131], [0.254, -1.059, 0.469], [-0.314, -1.981, -0.856], [0.594, 0.794, -0.178], [-0.767, -0.148, -0.855], [-1.201, 1.142, -0.399], [1.071, -0.085, 1.119], [0.215, 0.595, 0.272], [0.197, 0.364, 0.264], [-0.141, 0.215, -0.060], [0.320, 0.263, 0.247], [-1.310, -0.739, 3.266], [1.223, -1.725, -0.726], [0.207, 1.393, 0.052], [1.001, 2.203, -0.451], [-0.041, 0.071, -0.387], [-0.355, -0.852, -0.386], [-0.970, 1.114, -0.113], [-0.114, 0.248, -0.557], [-0.415, -1.123, 0.318], [0.620, -0.418, -1.084], [0.037, 0.224, 1.425], [-0.652, 0.066, 2.341], [-0.079, -1.169, -1.699], [-0.170, -0.354, -0.787], [0.155, 0.627, -0.311], [-0.908, -0.014, -1.132], [0.142, 0.263, -0.171], [0.839, -0.420, -0.517], [-0.045, 1.067, 0.555], [0.660, -1.039, -0.022], [-0.435, -0.500, -1.045], [-0.940, 1.029, -0.242], [-0.406, 1.606, 0.571], [-1.689, -0.214, 0.983], [1.384, -0.094, 1.586], [0.129, 0.241, -0.644], [0.596, -1.613, -1.463], [0.958, 0.398, 1.168], [0.395, -1.370, -0.441], [0.022, 0.277, -0.249], [0.448, 0.006, -0.147], [-1.601, -1.161, -0.507], [0.888, 1.273, 2.236], [-0.083, 0.792, -1.068], [0.549, 0.622, 0.357], [-0.250, -0.692, -0.573], [-0.711, 0.332, 0.005], [0.709, -0.088, -0.517], [-0.239, -0.037, -0.564], [-0.007, -0.105, 0.840], [0.135, -1.649, -1.640], [0.061, 1.216, 0.695], [-0.057, 0.309, -0.003], [-0.050, -0.425, 0.228], [-0.794, 0.278, -0.168], [-0.081, 0.959, 1.276], [0.344, -0.164, -0.049], [0.560, -0.580, 0.019], [0.045, -0.057, 0.030], [-0.159, 0.006, 0.088], [-0.540, 0.082, 0.508], [1.122, 0.033, 1.026], [-0.292, 0.066, 2.506], [1.159, 1.347, -0.529], [-0.325, -0.189, -0.325], [-0.757, -0.576, -0.704], [0.342, 0.262, -0.069], [-0.495, -0.743, 0.320], [-0.294, 0.293, -2.159], [-0.244, -0.335, -0.149], [-0.311, -1.646, 0.375], [-2.214, -0.369, -1.713], [0.035, -0.222, 0.619], [-1.119, -0.522, -2.241], [-0.449, 1.391, 0.551], [0.373, -0.263, -0.317], [0.815, -0.107, 0.156], [0.626, 1.085, 1.092], [0.137, -0.542, -0.614], [1.980, 0.975, 1.944]],
  "lowdin_charge": [2.02, 0.21, -0.13, -0.13, -0.24, -0.25, -0.19, -0.13, -0.08, -0.31, -0.18, -0.14, -0.16, -0.17, -0.15, -0.24, -0.13, 0.07, 0.11, 0.06, 0.11, 0.14, 0.10, 0.13, 0.08, 0.08, 0.13, 0.11, 0.14, 0.09, 0.11, 0.09, -0.08, -0.22, -0.19, -0.17, -0.06, -0.20, -0.21, -0.22, -0.11, 0.06, 0.10, 0.09, 0.14, 0.13, 0.10, 0.14, 0.13, 0.14, 0.14, 0.15, 0.10, 0.08, 0.10, 0.10, -0.11, -0.31, -0.17, -0.19, -0.14, -0.22, -0.15, -0.30, -0.12, 0.07, 0.07, 0.07, 0.13, 0.12, 0.14, 0.13, 0.10, 0.13, 0.14, 0.12, 0.15, 0.09, 0.10, 0.10, -0.12, -0.24, -0.18, -0.22, -0.05, -0.15, -0.19, -0.24, -0.11, 0.09, 0.07, 0.09, 0.12, 0.14, 0.14, 0.09, 0.06, 0.11, 0.13, 0.11, 0.10, 0.09, 0.05, 0.11, -0.04, -0.26, -0.19, -0.16, -0.05, -0.14, -0.15, -0.21, -0.08, 0.09, 0.09, 0.09, 0.15, 0.09, 0.12, 0.11, 0.09, 0.13, 0.11, 0.09, 0.11, 0.08, 0.07, 0.11, -0.05, -0.25, -0.21, -0.21, -0.04, -0.23, -0.20, -0.19, -0.10, 0.09, 0.08, 0.07, 0.14, 0.12, 0.14, 0.13, 0.08, 0.08, 0.13, 0.11, 0.12, 0.09, 0.08, 0.09, -0.23, -0.20, -0.10, -0.08, 0.14, 0.10, 0.13, 0.08, 0.05, 0.02, -0.21, -0.24, -0.11, -0.26, 0.14, 0.13, 0.14, 0.11, 0.00, 0.02, -0.23, -0.21, -0.09, -0.09, 0.11, 0.12, 0.08, 0.12, 0.09, 0.07, -0.23, -0.27, -0.06, -0.09, 0.14, 0.11, 0.12, 0.11, 0.04, 0.07, -0.25, -0.23, -0.09, -0.06, 0.12, 0.10, 0.11, 0.12, 0.08, 0.03, -0.17, -0.26, -0.06, -0.11, 0.11, 0.15, 0.11, 0.12, 0.03, 0.08, -0.27, -0.23, -0.05, -0.10, 0.11, 0.11, 0.15, 0.14, 0.03, 0.08, -0.20, -0.16, -0.10, -0.16, 0.13, 0.11, 0.11, 0.13, 0.03, 0.07, -0.17, -0.20, -0.11, -0.10, 0.14, 0.11, 0.12, 0.12, 0.03, 0.08, -0.21, -0.15, -0.08, -0.11, 0.12, 0.14, 0.10, 0.11, 0.00, 0.07, -0.24, -0.24, -0.07, -0.03, 0.10, 0.13, 0.13, 0.07, 0.04, 0.01],
  "lumo_ev": -1.584,
  "total_energy_ev": -167509.2860,
  "homo_ev": -10.38,
  "multiplicity": 1,
  "total_charge": 1
}